Entry 1:
C23H31IrN2O4S as an isolated structure in a non-equilibrium geometry, computed with ωB97M-V with the def2-TZVPD basis set.

Its net charge is +1. Its multiplicity is 2. For the largest force on an atom, the calculation gives 1.00 eV/A. The relative energy (zero: lowest compared OMol25 entry of this formula, charge and spin) comes out at 9.9 kcal/mol.

Atoms and positions in Å:
Ir (-0.29, 0.03, 1.11)
O (0.00, 0.27, 5.10)
C (0.55, 0.02, 4.05)
O (-0.05, -0.57, 3.05)
C (2.02, 0.26, 3.90)
C (2.82, 0.16, 5.03)
C (4.19, 0.36, 4.95)
C (4.78, 0.69, 3.73)
C (4.01, 0.82, 2.60)
C (2.61, 0.60, 2.67)
S (1.81, 0.84, 1.18)
H (2.35, -0.08, 5.97)
H (4.80, 0.27, 5.84)
H (5.85, 0.86, 3.67)
H (4.45, 1.09, 1.65)
C (-2.55, -1.55, -0.26)
N (-2.10, -1.14, 1.10)
C (-1.89, -2.39, 1.88)
C (-3.13, -0.30, 1.75)
C (-2.96, 1.11, 1.28)
N (-1.61, 1.60, 1.66)
C (-1.60, 1.97, 3.10)
C (-1.31, 2.84, 0.89)
H (-3.50, -2.08, -0.18)
H (-1.81, -2.20, -0.70)
H (-2.68, -0.67, -0.89)
H (-2.83, -2.96, 1.91)
H (-1.57, -2.14, 2.88)
H (-1.13, -2.98, 1.38)
H (-2.98, -0.37, 2.83)
H (-4.14, -0.68, 1.53)
H (-3.72, 1.77, 1.71)
H (-3.04, 1.18, 0.19)
H (-2.38, 2.71, 3.28)
H (-0.63, 2.42, 3.34)
H (-1.74, 1.11, 3.73)
H (-2.07, 3.58, 1.12)
H (-1.29, 2.63, -0.17)
H (-0.34, 3.22, 1.20)
C (1.15, -0.74, -7.01)
C (0.88, -0.66, -5.53)
C (1.70, -1.29, -4.61)
C (1.47, -1.22, -3.24)
C (2.41, -1.95, -2.33)
C (0.37, -0.47, -2.79)
C (-0.48, 0.20, -3.71)
C (-1.68, 1.02, -3.30)
C (-0.21, 0.07, -5.06)
C (0.13, -0.35, -1.35)
O (0.42, -1.27, -0.52)
O (-0.40, 0.68, -0.81)
H (1.92, -1.48, -7.23)
H (1.48, 0.22, -7.39)
H (0.24, -1.02, -7.55)
H (2.56, -1.85, -4.97)
H (3.32, -2.21, -2.87)
H (1.96, -2.88, -1.97)
H (2.69, -1.37, -1.45)
H (-2.33, 0.47, -2.62)
H (-2.26, 1.28, -4.18)
H (-1.38, 1.94, -2.80)
H (-0.86, 0.57, -5.77)

***

Entry 2:
C23H31N3O4 as an isolated structure in a non-equilibrium geometry, computed with ωB97M-V with the def2-TZVPD basis set.

Its net charge is 0. Its multiplicity is 1. For the largest force on an atom, the calculation gives 19.72 eV/A. The relative energy (zero: lowest compared OMol25 entry of this formula, charge and spin) comes out at 461.8 kcal/mol.

Atoms and positions in Å:
C (-6.37, -0.17, 0.01)
C (-5.46, -1.30, -0.72)
H (-5.83, -2.18, -0.44)
H (-5.58, -1.24, -1.83)
O (-4.23, -1.44, -0.43)
C (-3.49, -0.50, -0.85)
O (-3.87, 0.17, -1.65)
C (-2.04, -0.46, -0.45)
C (-2.13, -0.33, 1.10)
H (-2.77, -1.11, 1.59)
C (-2.48, 1.27, 1.65)
N (-1.52, 2.05, 0.99)
C (-0.34, 2.09, 1.78)
O (-0.41, 2.24, 3.14)
C (0.93, 2.68, 1.11)
H (1.34, 3.42, 2.00)
H (0.84, 2.94, 0.30)
C (1.79, 1.38, 1.24)
N (2.73, 1.54, -0.10)
C (3.94, 1.41, -0.04)
C (4.20, 1.34, -1.59)
C (2.88, 1.50, -1.98)
N (2.03, 1.57, -1.17)
C (2.64, 1.46, -3.42)
H (3.19, 2.42, -4.32)
H (1.71, 1.50, -3.75)
H (3.08, 0.31, -4.06)
H (5.25, 1.46, -1.99)
H (4.53, 1.30, 0.82)
H (1.23, 0.50, 1.22)
H (2.50, 1.48, 1.97)
C (-1.51, 1.97, -0.48)
H (-0.77, 2.78, -0.74)
C (-1.19, 0.50, -0.98)
H (-1.40, 0.60, -2.02)
H (-0.07, 0.63, -0.78)
H (-2.47, 2.30, -0.79)
H (-2.42, 1.17, 2.98)
H (-3.43, 1.41, 1.27)
H (-1.21, -0.47, 1.71)
C (-1.38, -1.96, -0.58)
C (-0.16, -1.98, -0.14)
C (0.26, -2.57, 0.91)
C (1.64, -2.74, 1.28)
C (2.58, -2.16, 0.29)
C (2.48, -1.87, -0.93)
C (1.08, -1.83, -1.23)
H (0.87, -1.53, -2.23)
H (3.13, -1.45, -1.71)
O (3.89, -2.16, 0.68)
C (4.47, -2.59, 1.86)
H (4.06, -1.95, 2.64)
H (4.36, -3.62, 2.01)
H (5.60, -2.63, 2.00)
H (2.04, -3.03, 2.36)
H (-0.36, -2.74, 1.79)
H (-1.60, -2.04, -1.89)
H (-2.15, -2.64, -0.20)
H (-7.44, -0.17, -0.34)
H (-5.91, 0.78, -0.12)
H (-6.29, -0.30, 0.92)

***

Entry 3:
One molecule with the formula C23H31N5O2 in a non-equilibrium geometry, computed with ωB97M-V with the def2-TZVPD basis set.

Its net charge is 0. Its multiplicity is 1. For the largest force on an atom, the calculation gives 1.02 eV/A. As for the SMILES: CCCn1c2ccccc2c2cnn(CC(=O)NCCCN3CCCCC3)c(=O)c21. The relative energy (zero: lowest compared OMol25 entry of this formula, charge and spin) comes out at 31.4 kcal/mol.

Atoms and positions in Å:
C (-2.21, -1.04, 0.02)
C (-2.04, -2.17, -0.98)
H (-1.99, -3.13, -0.45)
H (-2.90, -2.21, -1.66)
C (-0.75, -2.02, -1.80)
N (-0.77, -0.84, -2.63)
C (-0.20, 0.36, -2.32)
C (-0.49, 1.30, -3.32)
C (0.03, 2.60, -3.18)
N (0.73, 2.93, -2.14)
N (0.99, 2.03, -1.20)
C (0.60, 0.71, -1.18)
O (0.93, -0.03, -0.26)
C (1.74, 2.55, -0.07)
H (2.30, 3.41, -0.41)
H (2.41, 1.76, 0.30)
C (0.79, 3.00, 1.06)
O (0.68, 4.17, 1.37)
N (0.10, 1.99, 1.62)
H (0.36, 1.03, 1.44)
C (-0.85, 2.25, 2.68)
H (-0.53, 3.16, 3.20)
H (-1.84, 2.44, 2.25)
C (-0.93, 1.08, 3.66)
H (-1.57, 1.37, 4.49)
H (-1.39, 0.22, 3.16)
C (0.45, 0.67, 4.19)
N (1.17, -0.14, 3.22)
C (2.61, 0.02, 3.30)
C (3.28, -0.73, 2.14)
C (2.93, -2.21, 2.20)
C (1.41, -2.33, 2.17)
C (0.80, -1.55, 3.32)
H (-0.28, -1.63, 3.30)
H (1.15, -1.97, 4.28)
H (1.10, -3.38, 2.23)
H (1.05, -1.91, 1.23)
H (3.37, -2.74, 1.36)
H (3.32, -2.65, 3.13)
H (4.36, -0.58, 2.19)
H (2.91, -0.33, 1.20)
H (2.84, 1.08, 3.23)
H (3.01, -0.36, 4.26)
H (1.03, 1.58, 4.38)
H (0.34, 0.14, 5.15)
H (-0.14, 3.38, -3.90)
C (-1.29, 0.62, -4.29)
C (-1.88, 1.00, -5.49)
C (-2.61, 0.06, -6.19)
C (-2.75, -1.24, -5.72)
C (-2.18, -1.64, -4.53)
C (-1.45, -0.71, -3.81)
H (-2.30, -2.66, -4.17)
H (-3.33, -1.95, -6.29)
H (-3.08, 0.34, -7.13)
H (-1.77, 2.01, -5.86)
H (0.10, -1.93, -1.12)
H (-0.61, -2.90, -2.44)
H (-2.35, -0.09, -0.49)
H (-1.33, -0.96, 0.66)
H (-3.08, -1.22, 0.65)

***

Entry 4:
C23H31N9O2PdS as an isolated structure in a non-equilibrium geometry, computed with ωB97M-V with the def2-TZVPD basis set.

Its net charge is +2. Its multiplicity is 1. For the largest force on an atom, the calculation gives 2.32 eV/A. The relative energy (zero: lowest compared OMol25 entry of this formula, charge and spin) comes out at 11.5 kcal/mol.

Atoms and positions in Å:
Pd (-0.18, -0.87, -0.93)
N (0.16, -1.20, 1.27)
C (1.09, -0.11, 1.67)
C (1.80, -0.39, 3.00)
C (0.97, -0.31, 4.28)
C (0.86, 1.09, 4.91)
N (0.26, 2.13, 4.06)
C (-1.02, 2.26, 3.78)
N (-1.43, 3.19, 2.91)
N (-1.92, 1.42, 4.30)
C (2.12, 0.09, 0.52)
O (3.30, 0.23, 0.78)
O (1.61, 0.13, -0.67)
H (-0.64, -1.25, 1.89)
H (0.64, -2.09, 1.36)
H (0.49, 0.80, 1.69)
H (2.67, 0.27, 3.06)
H (2.21, -1.40, 2.92)
H (1.47, -0.91, 5.04)
H (-0.02, -0.75, 4.13)
H (1.85, 1.44, 5.16)
H (0.30, 1.04, 5.84)
H (0.90, 2.78, 3.62)
H (-0.79, 3.89, 2.57)
H (-2.41, 3.36, 2.75)
H (-1.65, 0.78, 5.03)
H (-2.90, 1.59, 4.19)
C (-1.57, -6.11, -0.84)
C (-0.41, -5.36, -0.97)
C (-0.48, -3.98, -1.05)
C (-1.73, -3.35, -1.00)
C (-2.90, -4.12, -0.91)
C (-2.81, -5.49, -0.84)
N (-1.80, -1.95, -1.02)
N (-2.93, -1.41, -0.93)
C (-3.00, -0.05, -0.93)
C (-4.26, 0.58, -0.98)
C (-4.31, 1.95, -1.04)
C (-3.12, 2.68, -1.04)
C (-1.92, 1.99, -0.97)
N (-1.87, 0.67, -0.88)
H (-1.51, -7.19, -0.76)
H (0.55, -5.86, -1.01)
H (0.42, -3.40, -1.20)
H (-3.86, -3.61, -0.91)
H (-3.72, -6.08, -0.77)
H (-5.14, -0.05, -1.01)
H (-5.26, 2.46, -1.10)
H (-3.14, 3.76, -1.14)
H (-0.97, 2.51, -1.00)
C (4.90, 0.19, -3.05)
C (3.53, 0.72, -3.27)
C (3.21, 2.06, -3.35)
C (1.87, 2.42, -3.46)
N (0.89, 1.51, -3.41)
C (1.21, 0.23, -3.35)
S (0.01, -1.02, -3.31)
N (2.51, -0.15, -3.35)
C (1.46, 3.84, -3.64)
H (5.65, 0.95, -3.22)
H (5.10, -0.67, -3.69)
H (4.97, -0.14, -2.01)
H (3.99, 2.81, -3.33)
H (2.70, -1.15, -3.31)
H (2.31, 4.52, -3.58)
H (0.72, 4.12, -2.89)
H (0.98, 3.95, -4.61)

***

Entry 5:
C23H32Br4F5NO7PTe2Ti as an isolated structure, computed with ωB97M-V with the def2-TZVPD basis set.

Its net charge is -1. Its multiplicity is 1. For the largest force on an atom, the calculation gives 0.60 eV/A. The relative energy (zero: lowest compared OMol25 entry of this formula, charge and spin) comes out at 0.0 kcal/mol.

Atoms and positions in Å:
Ti (0.14, 0.18, -0.13)
Br (6.46, 2.68, 1.21)
C (5.02, 1.53, 0.83)
C (5.24, 0.20, 0.46)
Br (7.00, -0.47, 0.34)
C (4.16, -0.64, 0.19)
Br (4.37, -2.45, -0.27)
C (2.87, -0.15, 0.27)
O (1.76, -0.86, 0.04)
C (2.64, 1.20, 0.60)
O (1.36, 1.56, 0.61)
C (3.71, 2.02, 0.90)
Br (3.31, 3.78, 1.43)
F (1.93, -2.17, -3.13)
Te (0.16, -2.61, -2.52)
F (1.09, -3.71, -1.35)
F (0.35, 0.41, -1.92)
F (0.22, -3.68, -4.07)
F (-1.29, -3.84, -2.11)
O (-1.08, -1.27, -0.26)
N (-0.12, -0.15, 2.12)
H (-1.03, -0.52, 2.39)
H (0.01, 0.77, 2.54)
H (0.60, -0.78, 2.44)
C (-5.68, -6.57, 0.46)
C (-4.99, -5.27, 0.12)
C (-4.97, -4.80, -1.18)
C (-4.35, -3.59, -1.52)
C (-4.31, -3.19, -2.97)
C (-3.76, -2.84, -0.50)
Te (-2.91, -0.94, -0.92)
C (-3.75, -3.31, 0.82)
C (-3.05, -2.57, 1.93)
C (-4.37, -4.52, 1.10)
H (-5.95, -7.12, -0.43)
H (-6.59, -6.39, 1.04)
H (-5.03, -7.20, 1.07)
H (-5.43, -5.38, -1.97)
H (-5.03, -3.77, -3.54)
H (-3.31, -3.36, -3.38)
H (-4.54, -2.13, -3.12)
H (-1.97, -2.58, 1.77)
H (-3.27, -3.03, 2.89)
H (-3.37, -1.52, 1.95)
H (-4.36, -4.89, 2.13)
C (0.75, 5.11, -1.24)
C (-0.68, 4.63, -1.08)
C (-1.05, 3.69, -2.22)
C (-1.65, 5.79, -0.98)
O (-0.68, 3.94, 0.21)
P (-1.74, 2.83, 0.59)
O (-3.13, 3.17, 0.26)
O (-1.25, 1.49, -0.01)
O (-1.44, 2.69, 2.16)
C (-2.40, 2.94, 3.22)
C (-2.84, 4.40, 3.18)
C (-3.59, 2.00, 3.08)
C (-1.63, 2.65, 4.49)
H (0.85, 5.67, -2.17)
H (1.44, 4.26, -1.26)
H (1.03, 5.75, -0.41)
H (-0.99, 4.24, -3.16)
H (-2.07, 3.32, -2.10)
H (-0.38, 2.84, -2.27)
H (-1.63, 6.37, -1.91)
H (-1.37, 6.45, -0.16)
H (-2.66, 5.42, -0.81)
H (-3.36, 4.61, 2.25)
H (-1.96, 5.05, 3.25)
H (-3.50, 4.61, 4.02)
H (-4.14, 2.20, 2.17)
H (-4.25, 2.12, 3.94)
H (-3.25, 0.96, 3.06)
H (-0.73, 3.27, 4.54)
H (-1.33, 1.60, 4.53)
H (-2.25, 2.86, 5.36)

***

Entry 6:
A 3-piece molecular cluster, C23H32BrClN2O7S2 overall in a non-equilibrium geometry, computed with ωB97M-V with the def2-TZVPD basis set.

Its net charge is 0. As for the electronic energy: -5362.15051 Eh. Its multiplicity is 1. For the largest force on an atom, the calculation gives 2.94 eV/A. As for the SMILES: C[C@H](O)COc1c(O)c(S)cc2c1N(C[C@H](C)Br)c1cc(Cl)c(CON=O)cc1S2.CCO.CCO.

Atoms and positions in Å:
C (3.11, -1.81, 0.67)
C (2.43, -0.49, 0.09)
O (3.01, 0.62, 0.82)
C (0.89, -0.54, 0.27)
O (0.22, 0.64, -0.27)
C (-1.11, 0.23, -0.45)
C (-2.08, 0.22, 0.65)
O (-1.71, 0.62, 1.97)
C (-3.50, -0.25, 0.47)
S (-4.65, -0.25, 1.92)
C (-3.94, -0.72, -0.85)
C (-2.97, -0.71, -1.92)
C (-1.57, -0.25, -1.77)
N (-0.72, -0.30, -2.90)
C (0.12, 0.83, -3.24)
C (-0.25, 1.51, -4.62)
C (0.88, 2.50, -5.11)
Br (-1.96, 2.54, -4.51)
C (-0.61, -1.51, -3.63)
C (0.70, -2.09, -3.91)
C (0.73, -3.37, -4.65)
Cl (2.36, -4.05, -4.96)
C (-0.50, -4.04, -5.09)
C (-0.51, -5.42, -5.83)
O (0.47, -6.36, -5.30)
N (0.38, -6.40, -3.92)
O (1.12, -7.23, -3.52)
C (-1.81, -3.44, -4.79)
C (-1.86, -2.18, -4.07)
S (-3.42, -1.34, -3.59)
H (3.03, -1.79, 1.79)
H (4.20, -1.81, 0.38)
H (2.61, -2.74, 0.32)
H (2.75, -0.45, -1.00)
H (3.97, 0.41, 0.82)
H (0.53, -1.44, -0.31)
H (0.57, -0.71, 1.34)
H (-1.76, -0.23, 2.46)
H (-5.27, -1.48, 1.86)
H (-4.99, -1.07, -1.00)
H (0.00, 1.64, -2.47)
H (1.23, 0.62, -3.30)
H (-0.36, 0.75, -5.45)
H (0.52, 3.00, -6.05)
H (1.81, 1.89, -5.29)
H (1.10, 3.30, -4.34)
H (1.62, -1.58, -3.55)
H (-1.51, -5.88, -5.63)
H (-0.32, -5.31, -6.93)
H (-2.78, -3.91, -5.07)
C (-2.27, 3.57, 4.85)
C (-0.85, 3.53, 5.38)
O (-0.33, 2.21, 5.27)
H (-2.90, 2.87, 5.40)
H (-2.69, 4.57, 4.93)
H (-2.29, 3.26, 3.80)
H (-0.83, 3.81, 6.44)
H (-0.21, 4.22, 4.83)
H (-0.34, 1.97, 4.34)
C (2.11, 2.54, 7.83)
C (2.70, 3.93, 7.82)
O (3.57, 4.09, 6.71)
H (2.90, 1.79, 7.89)
H (1.44, 2.40, 8.69)
H (1.55, 2.34, 6.91)
H (3.27, 4.12, 8.73)
H (1.90, 4.69, 7.75)
H (3.06, 3.94, 5.91)

***

Entry 7:
C23H32Cl2N2RuS5 as an isolated structure in a non-equilibrium geometry, computed with ωB97M-V with the def2-TZVPD basis set.

Its net charge is +1. Its multiplicity is 2. For the largest force on an atom, the calculation gives 3.53 eV/A. The relative energy (zero: lowest compared OMol25 entry of this formula, charge and spin) comes out at 44.9 kcal/mol.

Atoms and positions in Å:
Ru (1.56, -0.49, -0.14)
C (0.99, -2.53, 2.26)
N (0.08, -1.78, 1.36)
C (-0.74, -0.80, 2.08)
C (0.10, 0.30, 2.68)
N (0.99, 0.93, 1.69)
C (0.30, 1.92, 0.84)
C (2.15, 1.49, 2.36)
C (2.05, 2.60, 3.17)
C (3.15, 3.08, 3.85)
C (4.38, 2.44, 3.71)
C (4.48, 1.32, 2.91)
C (3.37, 0.83, 2.22)
S (3.54, -0.62, 1.26)
C (-0.69, -2.75, 0.62)
C (-1.88, -3.28, 1.10)
C (-2.52, -4.31, 0.43)
C (-1.96, -4.84, -0.73)
C (-0.79, -4.30, -1.23)
C (-0.16, -3.25, -0.56)
S (1.28, -2.57, -1.28)
H (0.42, -3.04, 3.05)
H (1.73, -1.87, 2.71)
H (1.52, -3.28, 1.67)
H (-1.30, -1.26, 2.90)
H (-1.45, -0.40, 1.36)
H (0.73, -0.10, 3.48)
H (-0.56, 1.05, 3.13)
H (-0.24, 2.67, 1.44)
H (-0.42, 1.41, 0.19)
H (1.04, 2.43, 0.22)
H (1.09, 3.10, 3.29)
H (3.06, 3.95, 4.48)
H (5.24, 2.81, 4.24)
H (5.43, 0.81, 2.80)
H (-2.33, -2.89, 2.01)
H (-3.44, -4.72, 0.83)
H (-2.44, -5.66, -1.24)
H (-0.35, -4.68, -2.14)
C (-2.20, 3.43, -2.59)
C (-1.15, 2.82, -3.52)
S (-0.13, 1.54, -2.72)
C (-0.69, 0.00, -3.51)
C (-2.08, -0.45, -3.08)
S (-2.24, -0.55, -1.27)
C (-3.86, 0.22, -0.98)
C (-3.85, 1.74, -0.91)
S (-3.78, 2.52, -2.57)
H (-2.46, 4.43, -2.94)
H (-1.82, 3.50, -1.58)
H (-0.45, 3.59, -3.83)
H (-1.62, 2.39, -4.41)
H (0.06, -0.73, -3.22)
H (-0.66, 0.15, -4.59)
H (-2.29, -1.45, -3.49)
H (-2.84, 0.24, -3.43)
H (-4.19, -0.19, -0.02)
H (-4.54, -0.13, -1.76)
H (-3.02, 2.12, -0.32)
H (-4.79, 2.09, -0.47)
Cl (2.89, 0.76, -1.98)
C (4.24, -0.31, -2.48)
Cl (5.65, -0.15, -1.44)
H (4.52, 0.01, -3.48)
H (3.88, -1.33, -2.46)